[1]
{
  "formula": "C5H6N",
  "method": "ωB97M-V with the def2-TZVPD basis set",
  "species": ["C", "C", "C", "C", "C", "N", "H", "H", "H", "H", "H", "H"],
  "coordinates": [[0.9899, 0.0427, -1.4530], [0.4106, 1.3152, -0.9125], [1.6728, 0.9902, -0.0788], [0.4408, 0.6831, 0.5697], [-1.2099, -0.8283, -0.4564], [0.0997, -0.2655, -0.3588], [2.2227, 0.1901, -0.5275], [2.3410, 1.7896, 0.3401], [-0.4078, 1.1963, 1.5721], [-1.1160, -1.9195, -0.1613], [-1.7950, -0.3029, 0.2611], [-1.5422, -0.5759, -1.4915]],
  "forces_ev_per_a": [[-0.4, 0.3, -1.4], [-0.9, 1.0, -1.8], [1.8, 3.0, 3.0], [-3.0, 0.7, 3.6], [-0.2, -1.3, -1.1], [-0.2, 0.1, 1.5], [1.6, -2.0, 0.3], [-0.8, -0.4, -1.3], [3.3, -2.0, -3.2], [-0.4, 1.2, -0.8], [-0.8, 0.2, 0.4], [-0.2, -0.9, 0.8]],
  "lowdin_charge": [0.18, 0.09, -0.09, -0.08, 0.04, -0.17, 0.12, 0.20, 0.32, 0.15, 0.09, 0.14],
  "charge": 1,
  "total_energy_ev": -6755.2401,
  "orbital_gap_ev": 10.55,
  "lumo_energy_ev": -5.28,
  "spin_multiplicity": 1,
  "e_above_lowest_kcal_mol": 229.16
}

[2]
{
  "formula": "C5H6N",
  "method": "ωB97M-V with the def2-TZVPD basis set",
  "species": ["C", "C", "C", "N", "C", "C", "H", "H", "H", "H", "H", "H"],
  "coordinates": [[1.0467, -1.0251, 0.0736], [-0.2100, -1.6355, -0.0086], [-1.3005, -0.6865, -0.1253], [-1.0344, 0.6675, 0.0174], [0.4299, 1.1210, 0.0565], [1.6339, 0.1147, -0.0540], [-0.5080, -2.5152, 0.4813], [-2.2318, -1.1409, -0.2746], [-1.7857, 1.2732, 0.3507], [0.5647, 1.8646, 0.8625], [0.7593, 1.5496, -1.0223], [2.6358, 0.4127, -0.3572]],
  "forces_ev_per_a": [[-2.1, -1.0, -0.1], [0.8, 3.1, -0.1], [4.1, 1.5, -0.4], [1.6, -3.3, -0.3], [0.0, 2.2, -1.6], [-0.9, -1.1, 0.5], [0.0, -1.3, 0.4], [-1.8, 0.3, 0.3], [0.5, 0.0, -0.3], [-0.3, -0.2, -0.6], [-1.4, -0.3, 2.4], [-0.5, 0.1, -0.2]],
  "lowdin_charge": [0.11, -0.01, 0.03, 0.08, -0.06, -0.01, 0.10, 0.12, 0.17, 0.13, 0.19, 0.14],
  "charge": 1,
  "total_energy_ev": -6760.7103,
  "orbital_gap_ev": [7.74, 7.74],
  "lumo_energy_ev": [-5.98, -5.98],
  "spin_multiplicity": 1,
  "smiles": "C1=CC=[NH+]CC=1",
  "e_above_lowest_kcal_mol": 103.02
}

[3]
{
  "formula": "C5H6N",
  "method": "ωB97M-V with the def2-TZVPD basis set",
  "species": ["C", "C", "C", "C", "C", "N", "H", "H", "H", "H", "H", "H"],
  "coordinates": [[1.0820, -1.3031, -1.4157], [1.2953, 1.2010, 1.6179], [0.8660, -0.5801, -2.3769], [-1.5464, -0.1030, 0.1310], [-1.0597, 0.5962, 1.1146], [0.2067, 0.9591, 1.3177], [0.5895, 0.0051, -3.1508], [2.3453, 1.2729, 1.5840], [-2.5054, -0.5568, 0.3558], [-1.5990, 0.7753, 2.0700], [-0.7742, -0.3970, -0.6494], [1.0999, -1.8695, -0.5981]],
  "forces_ev_per_a": [[-0.8, 3.6, -4.8], [-2.9, -0.8, -1.6], [1.0, -3.1, 4.2], [1.6, -1.5, -1.3], [-2.6, 0.5, 3.4], [4.6, 1.0, 0.4], [-0.5, 1.5, -2.2], [1.0, 0.4, 0.5], [-0.1, 0.2, -0.9], [0.0, 0.0, -0.9], [-1.8, 0.3, 0.4], [0.5, -2.1, 2.7]],
  "lowdin_charge": [0.02, 0.36, 0.06, 0.14, -0.18, 0.13, 0.01, 0.13, 0.11, 0.16, 0.06, -0.01],
  "charge": 1,
  "total_energy_ev": -6759.7101,
  "orbital_gap_ev": 8.96,
  "lumo_energy_ev": -5.46,
  "spin_multiplicity": 1,
  "e_above_lowest_kcal_mol": 126.08
}

[4]
{
  "formula": "C5H6N",
  "method": "ωB97M-V with the def2-TZVPD basis set",
  "species": ["C", "C", "C", "C", "C", "N", "H", "H", "H", "H", "H", "H"],
  "coordinates": [[1.7360, -1.0000, -0.3713], [2.6658, -1.6114, 0.1443], [-0.6334, -0.2417, 0.9934], [0.1745, 0.7638, 0.2268], [0.3594, -1.5133, -0.7930], [0.8625, -0.0838, -0.8307], [0.0560, -0.8565, 1.5274], [-1.6271, 0.0141, 1.4580], [-0.2727, 1.6310, -0.3523], [0.9951, 1.2473, 0.8376], [0.0533, -2.0787, -1.6569], [0.9637, 0.4045, -1.7657]],
  "forces_ev_per_a": [[-3.7, -0.1, -2.3], [4.2, -2.8, 2.3], [0.3, 0.2, -0.4], [0.7, 1.8, -1.1], [0.2, 2.1, 2.4], [-2.2, 2.8, -2.1], [-0.2, -0.6, 0.8], [1.0, -0.6, -1.0], [-0.2, -1.3, 0.9], [-0.9, -0.6, -0.4], [0.3, -0.1, -0.3], [0.5, -0.8, 1.2]],
  "lowdin_charge": [-0.40, 0.34, 0.17, -0.13, 0.20, -0.04, 0.06, 0.12, 0.16, 0.16, 0.12, 0.24],
  "charge": 1,
  "total_energy_ev": -6754.7028,
  "orbital_gap_ev": [9.05, 8.12],
  "lumo_energy_ev": [-6.06, -6.64],
  "spin_multiplicity": 1,
  "e_above_lowest_kcal_mol": 241.55
}

[5]
{
  "formula": "C5H6N",
  "method": "ωB97M-V with the def2-TZVPD basis set",
  "species": ["C", "C", "C", "C", "C", "N", "H", "H", "H", "H", "H", "H"],
  "coordinates": [[-3.2027, -0.4757, 0.9185], [-2.0307, -0.3009, 0.7498], [0.6702, -1.2927, -1.2543], [0.6720, -1.5501, 0.0172], [0.7355, 1.0686, -0.0360], [0.2649, -0.2736, -0.3257], [-4.1405, -0.8281, 1.1577], [0.8120, -1.2832, -2.3407], [0.8687, -2.1557, 0.8415], [0.2007, 1.6496, 0.7793], [1.8573, 0.9201, 0.2291], [0.7781, 1.6602, -0.9433]],
  "forces_ev_per_a": [[0.5, 0.1, -0.2], [1.5, 0.3, -0.6], [-0.3, 1.5, -0.8], [0.1, 0.3, -0.8], [2.4, 1.0, 1.1], [-1.0, -0.5, 0.2], [-1.6, -0.4, 0.4], [-0.1, -0.5, 0.6], [0.2, -0.8, 1.3], [0.5, -1.3, -1.0], [-1.7, 0.4, 0.0], [-0.5, -0.1, -0.2]],
  "lowdin_charge": [0.01, 0.08, 0.19, 0.11, -0.01, -0.05, 0.01, 0.17, 0.14, 0.13, 0.15, 0.10],
  "charge": 1,
  "total_energy_ev": -6755.1439,
  "orbital_gap_ev": [8.18, 7.75],
  "lumo_energy_ev": [-6.64, -6.60],
  "spin_multiplicity": 1,
  "e_above_lowest_kcal_mol": 231.38
}

[6]
{
  "formula": "C5H6N",
  "method": "ωB97M-V with the def2-TZVPD basis set",
  "species": ["C", "C", "C", "C", "C", "N", "H", "H", "H", "H", "H", "H"],
  "coordinates": [[-1.7259, 0.3085, -0.7320], [-0.3202, -0.3937, 0.4573], [0.9414, -0.1335, 0.4313], [-1.8026, -0.5788, 0.6300], [2.2316, 0.1830, -0.0419], [-0.4472, 0.4219, -0.8865], [-2.3390, 0.9290, -1.3041], [-2.1204, 0.0154, 1.4465], [-2.2004, -1.6204, 0.5769], [2.1340, 0.6691, -1.0056], [2.9026, -0.6560, -0.1788], [2.7461, 0.8554, 0.6068]],
  "forces_ev_per_a": [[1.6, -1.4, 2.5], [3.3, 0.1, 0.0], [-3.4, -1.1, -0.4], [0.6, 0.7, -2.8], [1.2, -0.2, 0.3], [-1.1, 0.0, 0.3], [-1.6, 0.4, -1.0], [-0.7, 0.3, 0.9], [0.4, 1.0, 0.0], [-0.4, 0.2, -0.3], [-0.2, -0.6, -0.1], [0.2, 0.8, 0.6]],
  "lowdin_charge": [0.00, -0.10, 0.16, 0.04, 0.00, 0.16, 0.12, 0.11, 0.15, 0.13, 0.12, 0.11],
  "charge": 1,
  "total_energy_ev": -6759.6729,
  "orbital_gap_ev": 9.77,
  "lumo_energy_ev": -5.71,
  "spin_multiplicity": 1,
  "e_above_lowest_kcal_mol": 126.94
}

[7]
{
  "formula": "C5H6N",
  "method": "ωB97M-V with the def2-TZVPD basis set",
  "species": ["C", "C", "C", "C", "C", "N", "H", "H", "H", "H", "H", "H"],
  "coordinates": [[-2.7760, 0.1707, 0.0393], [-0.6789, 0.3901, -0.2131], [0.6101, 0.5619, -0.0334], [-1.7107, 0.2603, 1.0647], [1.9568, 0.7907, 0.0038], [-2.0152, 0.2373, -0.9660], [-3.8343, 0.0686, -0.0151], [-1.8524, 1.1439, 1.8490], [-1.5955, -0.5918, 1.7588], [2.5082, -0.1579, 0.0732], [2.3844, 1.4894, 0.8798], [1.9938, 1.1596, -1.0097]],
  "forces_ev_per_a": [[1.7, -0.1, 1.1], [0.9, 0.2, 2.5], [-6.7, -0.7, -1.2], [-0.9, 1.3, 3.4], [2.6, -0.1, 3.1], [2.2, 0.4, -2.6], [-0.6, -0.1, 0.1], [0.8, -1.3, -2.1], [0.3, 0.0, -0.9], [0.0, 0.2, -0.2], [-1.2, -1.0, -2.3], [0.8, 0.9, -0.8]],
  "lowdin_charge": [-0.08, -0.05, 0.13, -0.04, -0.01, 0.17, 0.14, 0.17, 0.13, 0.12, 0.20, 0.14],
  "charge": 1,
  "total_energy_ev": -6759.2934,
  "orbital_gap_ev": 8.49,
  "lumo_energy_ev": -6.75,
  "spin_multiplicity": 1,
  "e_above_lowest_kcal_mol": 135.69
}

[8]
{
  "formula": "C5H6N",
  "method": "ωB97M-V with the def2-TZVPD basis set",
  "species": ["C", "C", "C", "C", "C", "N", "H", "H", "H", "H", "H", "H"],
  "coordinates": [[-1.6621, 0.4793, 0.6501], [-0.7497, 0.9298, 1.6431], [0.3396, 0.6941, 0.8725], [-0.0317, 0.1323, -0.4911], [0.5889, -1.0826, -1.0710], [-1.5088, 0.1956, -0.5371], [-0.8666, 1.0824, 2.6070], [1.3320, 0.8056, 1.1732], [0.2920, 1.1654, -1.2929], [0.5926, -2.0264, -0.3187], [1.7112, -1.0161, -1.2697], [-0.0372, -1.3594, -1.9655]],
  "forces_ev_per_a": [[-5.6, 2.2, 6.0], [-1.0, -2.4, -5.8], [1.6, -1.3, -1.7], [2.5, 4.8, -3.0], [1.1, -3.5, 0.8], [2.4, -1.4, -2.3], [-0.7, 1.3, 4.4], [1.7, 0.3, 0.3], [-0.7, -2.9, 2.1], [-0.5, 2.2, -1.5], [-1.7, 0.4, -0.2], [1.1, 0.2, 0.7]],
  "lowdin_charge": [0.03, 0.15, 0.12, -0.38, -0.06, 0.25, 0.09, 0.13, 0.27, 0.15, 0.12, 0.11],
  "charge": 1,
  "total_energy_ev": -6757.3544,
  "orbital_gap_ev": [8.05, 6.50],
  "lumo_energy_ev": [-6.04, -9.85],
  "spin_multiplicity": 3,
  "e_above_lowest_kcal_mol": 82.19,
  "s_squared": 2.0127
}

[9]
{
  "formula": "C5H6N2",
  "method": "ωB97M-V with the def2-TZVPD basis set",
  "species": ["C", "C", "C", "C", "C", "N", "N", "H", "H", "H", "H", "H", "H"],
  "coordinates": [[1.5795, -0.3030, -0.8436], [-0.0238, 2.0622, -1.6054], [-0.4342, 1.5652, -0.4685], [0.6465, -0.5165, 0.0398], [-0.7193, -1.7889, 1.6104], [2.2473, 0.1763, -1.6825], [0.3535, -1.4633, 0.7531], [-0.1874, 3.1115, -1.8697], [0.8263, 1.5591, -2.0334], [-1.1742, 1.5781, 0.2246], [-0.3521, -1.8388, 2.6884], [-1.0091, -2.9129, 1.4153], [-1.7530, -1.2290, 1.7715]],
  "forces_ev_per_a": [[5.0, 2.1, -4.8], [0.2, 0.6, 2.0], [2.4, -2.7, -1.9], [-5.1, 1.7, 2.3], [-2.4, -2.0, 2.5], [-0.7, -1.1, 1.2], [-0.1, -0.5, 0.4], [-0.4, -0.4, -0.3], [0.5, -0.2, -0.7], [-1.9, 0.6, 1.9], [0.0, 0.1, -1.4], [0.5, 2.2, 0.2], [2.2, -0.3, -1.3]],
  "lowdin_charge": [-0.25, -0.07, 0.07, -0.16, -0.16, 0.18, 0.01, 0.07, 0.00, 0.00, 0.09, 0.11, 0.11],
  "charge": 0,
  "total_energy_ev": -8256.2568,
  "orbital_gap_ev": 8.46,
  "lumo_energy_ev": 0.01,
  "spin_multiplicity": 1,
  "e_above_lowest_kcal_mol": 140.71
}

[10]
{
  "formula": "C5H6N2",
  "method": "ωB97M-V with the def2-TZVPD basis set",
  "species": ["N", "C", "C", "C", "N", "C", "C", "H", "H", "H", "H", "H", "H"],
  "coordinates": [[-1.4631, -2.1469, 1.9046], [-1.2958, -1.8718, 0.7828], [-1.0438, -1.5331, -0.5847], [-0.0879, -0.6215, -0.8619], [0.6098, 0.0128, 0.1623], [0.1201, 1.3060, 0.6695], [1.4191, 1.1817, -0.0666], [-1.6189, -2.0339, -1.3696], [0.1808, -0.4066, -1.9030], [-0.7185, 1.7774, 0.1428], [0.0716, 1.4015, 1.7635], [1.4899, 1.5806, -1.0830], [2.3604, 1.1901, 0.4805]],
  "forces_ev_per_a": [[0.2, 0.5, -1.9], [-0.4, -0.5, 1.8], [0.3, 0.3, -0.3], [-0.4, -0.4, -0.1], [-0.3, 0.1, 0.1], [0.0, 0.0, 0.2], [0.0, 0.2, -0.1], [0.3, 0.2, 0.4], [0.0, 0.0, 0.3], [0.4, -0.3, 0.1], [0.2, -0.1, -0.6], [-0.2, -0.1, 0.3], [-0.2, 0.0, -0.1]],
  "lowdin_charge": [0.14, -0.24, -0.10, -0.13, -0.10, -0.09, -0.13, 0.10, 0.12, 0.11, 0.11, 0.11, 0.11],
  "charge": 0,
  "total_energy_ev": -8260.1512,
  "orbital_gap_ev": 9.76,
  "lumo_energy_ev": 0.60,
  "spin_multiplicity": 1,
  "smiles": "N#C/C=C\\N1CC1",
  "e_above_lowest_kcal_mol": 50.90
}

[11]
{
  "formula": "C5H6N2",
  "method": "ωB97M-V with the def2-TZVPD basis set",
  "species": ["C", "C", "C", "N", "C", "C", "N", "H", "H", "H", "H", "H", "H"],
  "coordinates": [[-1.1754, -0.4503, -0.1010], [-1.3322, 1.0479, 0.2551], [0.1461, 0.8410, 0.4394], [1.1812, 1.1723, -0.2655], [1.8886, -0.0303, -0.3666], [1.2231, -1.0595, 0.2193], [0.0596, -0.5215, 0.7735], [-0.7673, -0.5974, -1.1090], [-1.9592, -1.1748, 0.1109], [-1.6442, 1.7515, -0.5156], [-1.8841, 1.2041, 1.1863], [2.8077, -0.0723, -0.9353], [1.4562, -2.1108, 0.3083]],
  "forces_ev_per_a": [[-0.5, -0.3, -0.2], [-0.1, 0.1, 0.0], [0.2, 0.2, -0.2], [-0.1, -0.1, 0.3], [0.2, -0.2, 0.0], [0.2, 0.0, -0.1], [0.2, 0.0, -0.1], [-0.6, 0.2, -0.1], [0.0, 0.1, 0.3], [0.1, -0.2, 0.0], [0.1, 0.0, -0.2], [0.0, 0.0, 0.3], [0.1, 0.2, 0.0]],
  "lowdin_charge": [-0.11, -0.05, -0.36, 0.12, -0.13, -0.11, -0.02, 0.13, 0.11, 0.11, 0.11, 0.10, 0.10],
  "charge": 0,
  "total_energy_ev": -8260.3676,
  "orbital_gap_ev": 9.97,
  "lumo_energy_ev": 1.02,
  "spin_multiplicity": 1,
  "e_above_lowest_kcal_mol": 45.91
}

[12]
{
  "formula": "C5H6N2",
  "method": "ωB97M-V with the def2-TZVPD basis set",
  "species": ["N", "C", "C", "C", "C", "C", "N", "H", "H", "H", "H", "H", "H"],
  "coordinates": [[-2.3778, -0.3187, 1.6347], [-1.2416, -0.2779, 1.4189], [0.1687, -0.1802, 1.0252], [0.6110, -1.0731, -0.1641], [0.7596, 0.2235, -0.9418], [-0.4352, 1.0759, -0.8747], [0.4857, 1.0787, 0.2677], [0.8024, -0.2676, 1.9098], [-0.0871, -1.8274, -0.5361], [1.5772, -1.5383, 0.0419], [1.5803, 0.4459, -1.6176], [-1.4265, 0.6454, -0.7425], [-0.4165, 2.0137, -1.4214]],
  "forces_ev_per_a": [[1.1, 0.0, -0.1], [-1.0, 0.0, 0.2], [0.0, -0.1, 0.2], [0.0, -0.1, 0.0], [0.2, 0.0, -0.3], [-0.2, 0.1, -0.1], [0.0, 0.1, 0.2], [-0.1, 0.0, -0.1], [0.1, 0.2, 0.0], [-0.2, 0.0, 0.0], [-0.1, 0.0, 0.1], [0.2, 0.1, -0.1], [0.0, -0.2, 0.1]],
  "lowdin_charge": [0.16, -0.18, -0.28, -0.08, -0.23, -0.11, 0.01, 0.14, 0.11, 0.11, 0.13, 0.10, 0.11],
  "charge": 0,
  "total_energy_ev": -8259.9879,
  "orbital_gap_ev": 10.83,
  "lumo_energy_ev": 0.92,
  "spin_multiplicity": 1,
  "smiles": "N#C[C@H]1C[C@H]2CN21",
  "e_above_lowest_kcal_mol": 54.66
}